Density functional theory data (ωB97M-V with the def2-TZVPD basis set) for a molecular structure, C5H11NO.

Results
Energy relative to the best compared isomer or geometry (same formula, charge and spin): 109.6 kcal/mol
Kohn-Sham gap: 8.414 eV
E: -326.95662 Eh
Highest occupied orbital energy: -7.48 eV

Geometry as XYZ:
```
18
Properties=species:S:1:pos:R:3:forces:R:3:nbo_charge:R:1
C 1.50948 -1.06239 1.36966 0.0 -0.1 0.0 -0.64
C 0.63323 0.04954 0.84073 0.1 0.1 -0.1 -0.24
C -0.04306 -0.02541 -0.40644 0.0 -0.1 0.2 -0.15
C -0.52826 -1.36401 -0.92499 0.0 -0.1 -0.1 -0.64
N -1.07732 0.92802 -0.29500 0.0 0.4 -0.1 -0.49
C -1.11454 1.99013 -1.00313 -0.1 -0.2 0.2 0.47
O -0.24247 2.24837 -1.96428 0.1 -0.1 0.0 -0.65
H 1.26981 -2.02592 0.91136 0.0 0.1 0.1 0.21
H 2.56640 -0.84559 1.17756 -0.2 0.0 0.0 0.22
H 1.38650 -1.16320 2.45249 0.0 0.0 -0.1 0.22
H -0.57633 0.29983 1.64153 0.0 0.0 0.0 -0.03
H 1.01048 1.04236 1.10219 -0.1 -0.2 0.0 0.20
H 0.39168 1.49002 -1.89994 0.0 0.1 -0.1 0.50
H 0.28265 -1.95347 -1.36707 -0.1 0.1 0.1 0.21
H -0.99118 -1.97424 -0.13036 0.0 0.1 -0.1 0.20
H -1.28790 -1.21974 -1.70054 0.2 0.0 0.1 0.22
H -1.32758 0.82319 1.04364 0.1 0.0 -0.2 0.19
H -1.86158 2.76251 -0.84741 0.1 -0.1 0.0 0.18
```
Forces are in eV/Å.